a:
Density functional theory data (ωB97M-V/def2-TZVPD) for 2 unconnected molecules or ions with the total composition C14H16.

M = 184.28 g mol⁻¹
multiplicity = 1
highest occupied orbital energy = -8.7 eV
SMILES string = Cc1ccccc1.Cc1ccccc1
LUMO = 1.0 eV
charge = 0

Positions of all 30 atoms, in Å:
C -1.509 -2.898 -2.544
C -0.326 1.116 -1.960
C 0.596 0.229 -2.565
C -1.626 0.725 -1.704
C 0.272 -1.103 -2.685
C -2.031 -0.584 -1.921
C -1.071 -1.511 -2.341
H -0.037 2.054 -1.680
H 1.528 0.649 -2.905
H -2.253 1.471 -1.257
H 1.071 -1.697 -3.137
H -2.973 -0.967 -1.717
H -2.068 -2.913 -3.452
H -2.126 -3.266 -1.663
H -0.660 -3.631 -2.639
C -1.170 1.303 1.783
C 1.010 0.344 1.174
C 0.263 1.003 2.113
C 2.363 0.124 1.458
C 0.774 1.311 3.380
C 2.887 0.394 2.734
C 1.999 0.874 3.708
H 0.504 -0.032 0.224
H 2.954 -0.458 0.769
H -1.832 1.431 2.671
H -1.655 0.655 1.038
H 0.037 2.011 4.129
H 3.844 0.179 2.931
H 2.383 0.879 4.754
H -1.148 2.307 1.304

=====

b:
Density functional theory data (ωB97M-V/def2-TZVPD) for 2 unconnected molecules or ions with the total composition C14H16.

M = 184.28 g mol⁻¹
multiplicity = 1
highest occupied orbital energy = -8.9 eV
SMILES string = Cc1ccccc1.Cc1ccccc1
LUMO = 0.9 eV
charge = 0

Positions of all 30 atoms, in Å:
C 2.872 -0.810 0.319
C 0.425 -3.622 1.170
C 1.563 -2.954 0.737
C -0.730 -2.907 1.437
C 1.644 -1.565 0.731
C -0.689 -1.527 1.353
C 0.501 -0.865 1.107
H 0.513 -4.702 1.239
H 2.465 -3.504 0.493
H -1.615 -3.458 1.716
H -1.573 -0.958 1.618
H 3.770 -1.428 0.281
H 3.075 0.005 1.018
H 0.539 0.221 1.098
H 2.706 -0.326 -0.644
C 1.161 1.915 -2.247
C -1.541 3.017 0.220
C -2.525 2.083 -0.020
C -0.299 2.929 -0.414
C -0.069 1.966 -1.376
C -2.281 1.058 -0.933
C -1.088 1.038 -1.617
H -1.754 3.858 0.878
H -3.445 2.104 0.545
H 0.490 3.621 -0.131
H -3.050 0.318 -1.102
H 0.984 2.509 -3.140
H 1.352 0.887 -2.552
H -0.934 0.284 -2.380
H 2.034 2.335 -1.755

=====

Which of them is the most stable? Correct choice: b.

=====

a:
Density functional theory data (ωB97M-V/def2-TZVPD) for 2 unconnected molecules or ions with the total composition C14H16.

M = 184.28 g mol⁻¹
multiplicity = 1
highest occupied orbital energy = -8.6 eV
SMILES string = Cc1ccccc1.Cc1ccccc1
LUMO = 0.9 eV
charge = 0

Positions of all 30 atoms, in Å:
C -3.056 -1.453 -1.143
C 0.093 0.375 -1.715
C -0.918 -0.297 -1.061
C 0.066 0.408 -3.121
C -1.982 -0.755 -1.809
C -1.077 0.033 -3.890
C -2.167 -0.490 -3.169
H 0.985 0.781 -1.289
H -0.993 -0.435 0.058
H 1.044 0.693 -3.544
H -1.228 0.424 -4.913
H -3.636 -2.189 -1.668
H -3.987 -0.744 -0.980
H -3.036 -0.755 -3.569
H -2.860 -1.890 -0.065
C 2.385 -1.341 3.148
C 0.438 0.325 2.727
C 1.782 -0.065 2.548
C -0.163 1.334 1.993
C 2.584 0.701 1.694
C 0.668 2.033 1.155
C 2.028 1.749 0.955
H -0.129 -0.331 3.427
H -1.270 1.615 2.302
H 1.724 -2.195 3.315
H 2.940 -1.078 3.965
H 3.531 0.281 1.504
H 0.424 2.843 0.523
H 2.651 2.059 0.172
H 3.157 -1.635 2.450

=====

b:
Density functional theory data (ωB97M-V/def2-TZVPD) for 2 unconnected molecules or ions with the total composition C14H16.

M = 184.28 g mol⁻¹
multiplicity = 1
highest occupied orbital energy = -8.8 eV
SMILES string = Cc1ccccc1.Cc1ccccc1
LUMO = 0.9 eV
charge = 0

Positions of all 30 atoms, in Å:
C -2.506 0.123 2.981
C 0.033 2.314 1.188
C 1.226 1.913 1.763
C -1.175 1.800 1.639
C -1.214 0.728 2.525
C 1.196 0.907 2.722
C -0.003 0.295 3.059
H 0.025 3.109 0.453
H 2.141 2.435 1.530
H -2.086 2.281 1.314
H 2.122 0.515 3.117
H -2.398 -0.336 3.963
H -2.845 -0.672 2.312
H 0.055 -0.550 3.734
H -3.347 0.819 3.075
C 1.587 0.090 -3.928
C 0.211 -0.867 -0.574
C 0.912 -0.209 -1.556
C -0.441 -2.076 -0.856
C 0.903 -0.713 -2.872
C -0.298 -2.652 -2.097
C 0.351 -1.956 -3.118
H 0.237 -0.553 0.462
H 1.352 0.763 -1.367
H -1.141 -2.492 -0.151
H -0.735 -3.615 -2.338
H 1.485 -0.313 -4.940
H 2.663 0.177 -3.866
H 0.520 -2.357 -4.107
H 1.171 1.096 -4.070

=====

c:
Density functional theory data (ωB97M-V/def2-TZVPD) for 2 unconnected molecules or ions with the total composition C14H16.

M = 184.28 g mol⁻¹
multiplicity = 1
highest occupied orbital energy = -9.0 eV
SMILES string = Cc1ccccc1.Cc1ccccc1
LUMO = 0.9 eV
charge = 0

Positions of all 30 atoms, in Å:
C -1.687 -1.680 2.514
C 1.892 -0.863 1.682
C 2.537 -2.051 1.980
C 0.513 -0.732 1.782
C -0.236 -1.864 2.138
C 1.795 -3.204 2.246
C 0.416 -3.079 2.276
H 2.467 -0.018 1.369
H 3.614 -2.081 2.083
H 0.038 0.239 1.745
H 2.339 -4.127 2.359
H -1.867 -0.609 2.582
H -1.928 -2.150 3.470
H -0.217 -3.939 2.444
H -2.415 -2.141 1.841
C -1.137 -0.193 -1.718
C 0.918 2.780 -2.865
C 0.120 3.855 -2.497
C 0.509 1.453 -2.751
C -0.669 1.197 -2.058
C -1.103 3.586 -1.900
C -1.456 2.261 -1.646
H 1.738 2.979 -3.491
H 0.461 4.833 -2.811
H 1.203 0.706 -3.112
H -1.776 4.418 -1.739
H -2.138 -0.205 -1.300
H -0.535 -0.731 -0.989
H -2.284 2.145 -1.001
H -1.110 -0.786 -2.633

=====

Which of them is the most stable? Correct choice: b.

=====

a:
Density functional theory data (ωB97M-V/def2-TZVPD) for a single C3H5NS molecule.

M = 87.15 g mol⁻¹
multiplicity = 1
highest occupied orbital energy = -8.7 eV
SMILES string = C=CNC=S
LUMO = 0.3 eV
charge = 0

Positions of all 10 atoms, in Å:
C -0.946 -1.758 -2.102
C -0.066 -1.217 -1.287
C 0.612 0.236 0.541
H -0.457 -2.429 -2.902
H -1.948 -1.571 -2.250
H 0.973 -1.170 -1.356
H -1.196 0.233 -0.214
H 1.595 -0.222 0.536
N -0.334 -0.398 -0.172
S 0.360 1.523 1.530

=====

b:
Density functional theory data (ωB97M-V/def2-TZVPD) for a single C3H5NS molecule.

M = 87.15 g mol⁻¹
multiplicity = 1
highest occupied orbital energy = -8.7 eV
SMILES string = S=CN1CC1
LUMO = 0.2 eV
charge = 0

Positions of all 10 atoms, in Å:
C -0.480 -0.659 -1.184
C 0.977 0.152 0.572
C -0.374 0.686 0.829
H -1.092 -1.320 -0.534
H 1.277 -0.845 0.865
H 1.795 0.877 0.586
H -1.210 0.032 1.198
H -0.552 1.740 0.968
N 0.055 0.426 -0.587
S -0.397 -1.089 -2.713

=====

c:
Density functional theory data (ωB97M-V/def2-TZVPD) for a molecular structure, C3H5NS.

M = 87.15 g mol⁻¹
multiplicity = 1
highest occupied orbital energy = -8.5 eV
LUMO = -0.2 eV
charge = 0

Positions of all 10 atoms, in Å:
C -0.623 -1.328 0.020
C -0.888 -0.088 -0.340
C 1.304 0.793 0.083
H 0.182 -2.087 0.366
H -1.716 -1.799 0.186
H -1.916 0.414 -0.460
H -0.301 1.970 -0.412
H 1.701 1.702 1.074
N -0.026 0.958 -0.247
S 2.284 -0.535 -0.269

=====

d:
Density functional theory data (ωB97M-V/def2-TZVPD) for a single C3H5NS molecule.

M = 87.15 g mol⁻¹
multiplicity = 1
highest occupied orbital energy = -8.7 eV
SMILES string = C=CNC=S
LUMO = -0.3 eV
charge = 0

Positions of all 10 atoms, in Å:
C -0.808 1.501 2.563
C 0.117 0.926 1.608
C 0.364 -0.709 -0.297
H -0.564 1.737 3.647
H -1.619 2.230 2.441
H 0.913 0.223 2.006
H -0.927 1.015 -0.464
H 0.995 -1.224 0.361
N 0.023 0.593 0.109
S 0.188 -1.152 -2.000

=====

Which of them is the most stable? Correct choice: a.

=====

a:
Density functional theory data (ωB97M-V/def2-TZVPD) for a single C3H5NS molecule.

M = 87.15 g mol⁻¹
multiplicity = 1
highest occupied orbital energy (alpha / beta) = -8.0 / -8.9 eV
LUMO (alpha / beta) = -0.2 / -0.9 eV
charge = 0

Positions of all 10 atoms, in Å:
C 1.992 0.512 -0.192
C 0.578 0.596 -0.361
C -1.632 -0.694 0.237
N 2.321 -0.315 0.699
S -0.061 -0.288 0.952
H 2.657 1.091 -0.702
H 0.067 1.493 -0.802
H -1.620 -1.630 -0.319
H -2.535 -0.732 0.981
H -1.767 -0.033 -0.493

=====

b:
Density functional theory data (ωB97M-V/def2-TZVPD) for a single C3H5NS molecule.

M = 87.15 g mol⁻¹
multiplicity = 1
highest occupied orbital energy = -8.8 eV
SMILES string = S=CN1CC1
LUMO = -0.1 eV
charge = 0

Positions of all 10 atoms, in Å:
C -1.390 -0.102 0.261
C 1.010 -0.684 -0.196
C 0.748 0.770 -0.204
H -1.328 0.153 1.417
H 1.024 -1.330 0.691
H 1.486 -1.280 -1.011
H 0.518 0.968 0.783
H 1.069 1.688 -0.885
N -0.262 -0.133 -0.537
S -2.875 -0.049 -0.317

=====

c:
Density functional theory data (ωB97M-V/def2-TZVPD) for a single C3H5NS molecule.

M = 87.15 g mol⁻¹
multiplicity = 1
highest occupied orbital energy (alpha / beta) = -8.0 / -8.0 eV
SMILES string = C=NC(C)=S
LUMO (alpha / beta) = -1.5 / -1.5 eV
charge = 0

Positions of all 10 atoms, in Å:
C 0.052 -0.872 1.927
C 0.064 -0.170 -0.391
C -0.336 0.973 -1.364
N -0.336 -0.331 0.813
S 1.425 -1.510 -1.239
H -0.718 -1.206 2.735
H 1.025 -0.739 2.277
H 0.254 1.815 -1.053
H -0.065 0.671 -2.378
H -1.365 1.367 -1.328

=====

Which of them is the most stable? Correct choice: b.

=====

a:
Density functional theory data (ωB97M-V/def2-TZVPD) for a single C3H5NS molecule.

M = 87.15 g mol⁻¹
multiplicity = 1
highest occupied orbital energy = -8.9 eV
SMILES string = C=C/C=N\S
LUMO = 0.5 eV
charge = 0

Positions of all 10 atoms, in Å:
C -0.509 1.002 0.053
C -1.247 -0.259 0.253
C -2.480 -0.490 -0.208
H 2.799 -0.241 -0.548
H -0.948 1.986 -0.120
H -0.838 -0.772 1.115
H -2.989 -1.412 -0.008
H -2.972 0.245 -0.687
N 0.743 0.975 0.040
S 1.573 -0.509 -0.038

=====

b:
Density functional theory data (ωB97M-V/def2-TZVPD) for a single C3H5NS molecule.

M = 87.15 g mol⁻¹
multiplicity = 1
highest occupied orbital energy = -8.1 eV
SMILES string = C1=CNSC1
LUMO = 0.0 eV
charge = 0

Positions of all 10 atoms, in Å:
C -0.353 0.379 0.036
C -0.762 -0.879 0.161
C 1.136 0.840 -0.010
N 0.494 -1.666 0.199
S 2.231 -0.598 -0.026
H -0.991 1.164 -0.015
H -1.726 -1.275 0.453
H 1.381 1.329 -0.947
H 1.284 1.285 0.924
H 0.547 -2.283 -0.622

=====

Which of them is the most stable? Correct choice: a.

=====

a:
Density functional theory data (ωB97M-V/def2-TZVPD) for a single C3H5NS molecule.

M = 87.15 g mol⁻¹
multiplicity = 1
highest occupied orbital energy = -9.2 eV
SMILES string = S=CN1CC1
LUMO = -0.3 eV
charge = 0

Positions of all 10 atoms, in Å:
C 1.347 0.829 0.308
C -0.967 0.249 -0.476
C -0.566 -0.869 0.345
N -0.107 0.438 0.705
S 2.404 -0.221 -0.342
H 1.518 1.914 0.510
H -0.470 0.051 -1.464
H -2.053 0.453 -0.567
H -1.383 -1.321 1.007
H 0.278 -1.522 -0.027

=====

b:
Density functional theory data (ωB97M-V/def2-TZVPD) for 2 unconnected molecules or ions with the total composition C3H5NS.

M = 87.15 g mol⁻¹
multiplicity = 1
highest occupied orbital energy (alpha / beta) = -8.5 / -8.5 eV
LUMO (alpha / beta) = -0.6 / -0.6 eV
charge = 0

Positions of all 10 atoms, in Å:
C 0.319 -0.026 -0.049
C -2.319 -0.772 0.059
C 1.737 0.382 -0.013
N -0.150 -1.164 0.051
S -2.847 0.702 0.019
H -0.387 0.875 -0.097
H -2.818 -1.609 -0.106
H 2.146 1.215 -0.713
H 1.810 0.856 1.012
H 2.508 -0.459 -0.164

=====

Which of them is the most stable? Correct choice: a.

=====

a:
Density functional theory data (ωB97M-V/def2-TZVPD) for 2 unconnected molecules or ions with the total composition CH4Br2Si.

M = 203.94 g mol⁻¹
multiplicity = 1
highest occupied orbital energy = -9.1 eV
LUMO = -1.3 eV
charge = 0

Positions of all 8 atoms, in Å:
C 1.085 1.412 -0.690
Si -1.466 -1.874 1.752
Br 1.774 -0.248 0.100
Br -1.427 -1.614 -0.591
H 1.249 1.463 -1.715
H 0.024 1.198 -0.529
H 1.519 2.236 -0.092
H -2.759 -2.574 1.765

=====

b:
Density functional theory data (ωB97M-V/def2-TZVPD) for a single CH4Br2Si molecule.

M = 203.94 g mol⁻¹
multiplicity = 1
highest occupied orbital energy (alpha / beta) = -7.8 / -7.8 eV
LUMO (alpha / beta) = -1.1 / -1.1 eV
charge = 0

Positions of all 8 atoms, in Å:
C 1.042 -1.678 0.297
Si -1.749 1.795 -0.303
Br -0.951 -0.473 0.484
Br -1.314 3.740 0.411
H 1.560 -2.041 1.208
H 0.683 -2.397 -0.523
H 1.585 -0.835 -0.122
H -0.856 1.890 -1.453

=====

c:
Density functional theory data (ωB97M-V/def2-TZVPD) for a molecular structure, CH4Br2Si.

M = 203.94 g mol⁻¹
multiplicity = 1
highest occupied orbital energy = -10.0 eV
LUMO = 0.6 eV
charge = 0

Positions of all 8 atoms, in Å:
C -0.473 -0.190 1.600
Si 0.165 0.318 -0.138
Br 1.084 0.011 2.707
Br -1.870 0.965 2.066
H -0.911 -1.124 1.792
H -0.934 -0.226 -1.178
H 1.651 -0.318 -0.163
H 0.479 1.690 -0.109

=====

Which of them is the most stable? Correct choice: a.

=====

a:
Density functional theory data (ωB97M-V/def2-TZVPD) for a single C2H8N4 molecule.

M = 88.11 g mol⁻¹
multiplicity = 1
highest occupied orbital energy (alpha / beta) = -6.3 / -6.3 eV
LUMO (alpha / beta) = 0.7 / 0.7 eV
charge = 0

Positions of all 14 atoms, in Å:
C 0.011 -1.419 1.188
N -0.244 0.640 1.773
C 0.139 0.417 -0.600
N 0.519 -0.465 -1.627
N -0.282 1.690 -0.998
N 0.236 0.049 0.644
H -0.800 1.468 1.509
H 1.285 -1.076 -1.367
H 0.758 0.037 -2.474
H -0.507 2.292 -0.213
H -1.033 1.685 -1.682
H -0.410 -2.009 0.370
H 0.997 -1.795 1.451
H -0.669 -1.514 2.027

=====

b:
Density functional theory data (ωB97M-V/def2-TZVPD) for a single C2H8N4 molecule.

M = 88.11 g mol⁻¹
multiplicity = 1
highest occupied orbital energy = -7.8 eV
SMILES string = CN(N)/C=N/N
LUMO = 1.0 eV
charge = 0

Positions of all 14 atoms, in Å:
C 1.685 -0.861 0.166
C -0.595 -0.252 -0.260
H 1.650 -1.834 -0.389
H 1.559 -0.958 1.289
H 2.792 -0.469 0.069
H 1.997 1.738 -0.387
H 0.973 1.648 0.917
H -0.796 -1.288 -0.600
H -3.081 -0.710 -0.595
H -3.503 0.741 0.114
N 0.737 0.190 -0.384
N 1.033 1.529 -0.075
N -1.595 0.532 -0.047
N -2.857 -0.005 0.183

=====

Which of them is the most stable? Correct choice: b.